Entry 1:
This record from the OMol25 dataset describes C49H97Li8O23P2 as an isolated structure. The level of theory is the ωB97M-V functional and the def2-TZVPD basis.

The LUMO energy comes out at -3.48 eV. The total charge is +1. The value obtained for the energy relative to the best compared isomer or geometry (same formula, charge and spin) is 0.00 kcal per mole. Its largest force on an atom is 4.0 eV/A. The orbital gap is 7.1 eV.

XYZ file:
```
179
C49H97Li8O23P2 (the ωB97M-V functional and the def2-TZVPD basis)
Li -5.2794 -1.2974 2.8205
Li -3.2563 0.5815 0.3530
Li -0.5657 2.7646 -0.2449
Li -0.7200 -2.0014 0.8211
Li -2.0337 -0.7589 -1.6139
Li -2.1555 -0.7494 2.8837
Li -3.4763 -3.6553 2.5435
Li 0.2430 1.5766 2.1692
P -3.6060 -1.6977 1.0435
O -2.3638 -2.3295 1.7673
O -4.8227 -2.5988 1.4554
O -3.3309 -1.1689 -0.3487
O -3.8436 -0.4634 1.9113
P -0.4893 0.3826 0.1074
O 0.6259 1.4043 0.3400
O -1.6460 1.1667 -0.5166
O -0.9871 0.0762 1.5920
O -0.2724 -0.9542 -0.6323
O -0.3180 5.5103 3.0753
C -0.2627 4.2528 2.6477
O 0.2462 3.4071 3.4270
O -0.6213 3.9382 1.4519
H 0.1216 5.3988 3.9214
C 4.8383 0.8683 -1.7949
C 3.8547 -0.2737 -1.6276
C 4.6709 -1.3870 -1.0285
O 5.5218 -0.6633 -0.1703
C 5.7430 0.7440 -0.6084
H 4.3973 1.8634 -1.8538
H 5.4153 0.7271 -2.7088
H 3.3746 -0.4444 -2.5911
H 3.0172 0.0847 -1.0290
H 5.2380 -1.9313 -1.7836
H 3.9880 -2.0015 -0.4418
H 6.7897 0.8552 -0.8917
H 5.3324 1.4894 0.0727
C 1.6430 -5.5263 1.5461
C 2.5611 -4.6098 0.8721
C 1.6963 -3.7523 -0.0365
O 0.5092 -3.6413 0.8012
C 0.3587 -4.6351 1.7822
H 2.1224 -5.9186 2.4430
H 1.3563 -6.3969 0.9562
H 3.3994 -5.1752 0.4649
H 2.9489 -3.9847 1.6764
H 1.4517 -4.2184 -0.9909
H 2.1405 -2.7587 -0.0974
H -0.5184 -5.2311 1.5300
H 0.4427 -4.3347 2.8266
C -4.5402 4.0252 1.3884
C -5.9585 3.7304 1.0609
C -5.9613 2.4601 0.1654
O -4.6009 2.0501 0.1223
C -3.8476 3.2326 0.2865
H -4.2907 3.6287 2.3726
H -4.2280 5.0691 1.3595
H -6.3399 4.6037 0.5318
H -6.5713 3.6519 1.9589
H -6.1605 2.6464 -0.8900
H -6.6139 1.6272 0.4271
H -3.6658 3.7421 -0.6598
H -2.8437 2.8558 0.4819
C 1.0056 0.2124 -6.2041
C 1.9514 0.9396 -5.3073
C 3.2504 0.4492 -5.8052
O 2.9963 -0.8893 -6.2647
C 1.8512 -0.7991 -6.9425
H 0.4830 0.9210 -6.8466
H 0.1883 -0.2849 -5.6817
H 1.9193 0.5718 -4.2817
H 1.8241 2.0221 -5.3193
H 4.0095 0.5556 -5.0303
H 3.6414 1.0825 -6.6015
H 1.3377 -1.7336 -7.1686
H 2.0763 -0.4504 -7.9504
C -1.7160 1.9855 6.1473
C -1.4375 0.6379 6.8331
C -1.3979 -0.1953 5.5513
O -1.8898 0.5173 4.4091
C -2.5336 1.7655 4.9068
H -0.7986 2.3538 5.6882
H -1.9394 2.7888 6.8494
H -2.2707 0.3755 7.4850
H -0.5906 0.6973 7.5168
H -1.8306 -1.1811 5.7216
H -0.3483 -0.3827 5.3249
H -3.5930 1.5356 5.0208
H -2.3585 2.6376 4.2769
C -1.0441 -3.2880 -5.1496
C 0.0318 -3.7472 -4.1113
C 0.0486 -2.4474 -3.2834
O -1.2560 -1.8841 -3.2136
C -1.9547 -2.2335 -4.4883
H -1.5134 -4.1401 -5.6413
H -0.4303 -2.6986 -5.8307
H 1.0045 -4.0088 -4.5279
H -0.3231 -4.5391 -3.4517
H 0.7896 -1.7177 -3.6100
H 0.4660 -2.7176 -2.3134
H -1.8912 -1.4717 -5.2654
H -3.0085 -2.4676 -4.3370
C 1.6116 4.5857 -3.5144
C 0.3726 5.4447 -3.4761
C -0.0080 5.2864 -1.9775
O 0.0194 3.8872 -1.9346
C 1.2614 3.4553 -2.5891
H 2.4753 5.0873 -3.0778
H 1.9710 4.2218 -4.4769
H -0.5471 5.1468 -3.9797
H 0.5616 6.4351 -3.8904
H -0.9489 5.7449 -1.6733
H 0.6978 5.6988 -1.2564
H 0.9800 2.6060 -3.2116
H 1.9156 3.2220 -1.7490
C 3.5700 4.5769 2.3107
C 4.9988 4.9625 2.2678
C 5.1093 5.3619 0.7832
O 4.3530 4.3303 0.0976
C 3.2273 3.9265 0.9437
H 2.9501 5.4546 2.4939
H 3.4082 3.8889 3.1405
H 5.6011 4.0560 2.3286
H 5.5217 5.5506 3.0219
H 6.1372 5.4186 0.4249
H 4.6911 6.3562 0.6258
H 3.2434 2.8495 1.1108
H 2.2191 4.2233 0.6545
C -2.6945 2.8233 -3.7463
C -4.1391 2.5706 -3.7457
C -4.2896 1.1796 -3.2011
O -2.9821 0.6277 -3.3078
C -2.0591 1.4497 -3.9863
H -2.3682 3.1032 -2.7446
H -2.3674 3.5273 -4.5114
H -4.5636 2.6286 -4.7480
H -4.6813 3.3303 -3.1826
H -4.8862 0.5611 -3.8718
H -4.7116 1.1770 -2.1961
H -2.0476 1.1337 -5.0295
H -1.0780 1.4007 -3.5139
C -4.5398 -5.3587 -2.8264
C -3.8778 -5.9773 -4.0259
C -2.6124 -6.6113 -3.4385
O -2.6212 -6.2878 -2.0304
C -3.4077 -5.2036 -1.8529
H -5.3206 -5.9707 -2.3749
H -4.9399 -4.3721 -3.0597
H -3.5267 -5.2681 -4.7755
H -4.5220 -6.6847 -4.5483
H -1.6802 -6.2545 -3.8765
H -2.6099 -7.6916 -3.5834
H -2.7435 -4.3646 -2.0604
H -3.7968 -5.1997 -0.8348
C 0.5618 -4.6580 5.9769
C -0.0191 -4.0153 7.1782
C 0.8512 -2.8324 7.4611
O 1.0993 -2.3859 6.0604
C 1.0196 -3.5290 5.1551
H -0.2156 -5.1707 5.4103
H 1.4635 -5.1683 6.3156
H -0.0680 -4.7463 7.9853
H -1.0537 -3.6964 7.0523
H 1.7812 -3.1487 7.9334
H 0.4249 -2.0612 8.1026
H 1.9357 -3.5842 4.5670
H 0.2276 -3.1773 4.4939
C 4.1857 -0.2383 2.8136
C 3.6622 -0.0880 4.2280
C 2.5468 0.8200 4.0139
O 1.9265 0.5437 2.7754
C 2.8727 -0.1501 1.9026
H 4.7367 -1.1310 2.5173
H 4.8154 0.6244 2.5960
H 4.4436 0.2934 4.8853
H 3.2501 -0.9909 4.6788
H 2.9936 1.8131 4.0614
H 1.8207 0.8734 4.8250
H 3.1971 0.3211 0.9749
H 2.6093 -1.1904 1.7115
```

***

Entry 2:
This record from the OMol25 dataset describes C39H25CoF3N5 as an isolated structure. The level of theory is the ωB97M-V functional and the def2-TZVPD basis.

The LUMO energy (alpha / beta) comes out at -0.51 / -0.51 eV. The value obtained for the energy relative to the best compared isomer or geometry (same formula, charge and spin) is 3.94 kcal per mole. Its largest force on an atom is 1.3 eV/A. The orbital gap (alpha / beta) is 6.3 / 6.3 eV.

XYZ file:
```
73
C39H25CoF3N5 (the ωB97M-V functional and the def2-TZVPD basis)
Co 1.0400 0.0875 -0.0396
C 0.3547 -0.1898 4.1219
C 0.1613 -0.0076 2.7484
N 1.1535 -0.1059 1.8878
C 2.4101 -0.4005 2.3127
C 2.6900 -0.5911 3.6782
C 1.6134 -0.4780 4.5818
C 4.0166 -0.8833 4.0673
C 4.9785 -0.9752 3.1008
C 4.6995 -0.7955 1.7336
C 3.4166 -0.5071 1.2963
N 2.9163 -0.2837 0.0387
C 3.5615 -0.2996 -1.1750
C 4.8787 -0.5694 -1.5006
C 5.3257 -0.5135 -2.8348
C 4.4973 -0.1972 -3.8735
C 3.1379 0.0801 -3.5989
C 2.1893 0.4060 -4.5894
C 0.8870 0.6518 -4.2400
C 0.5211 0.5776 -2.8908
N 1.3937 0.2825 -1.9505
C 2.6887 0.0273 -2.2671
H -0.4874 -0.0994 4.7921
H -0.8105 0.2292 2.3368
H 1.7990 -0.6239 5.6384
H 4.2484 -1.0269 5.1140
H 6.0009 -1.1967 3.3792
H 5.5243 -0.8935 1.0512
H 5.6041 -0.8378 -0.7543
H 6.3678 -0.7361 -3.0249
H 4.8538 -0.1603 -4.8942
H 2.5058 0.4552 -5.6239
H 0.1393 0.9019 -4.9783
H -0.4937 0.7654 -2.5668
C 0.6433 5.2636 0.1805
C -0.6899 4.9037 0.0446
C -1.0701 3.5765 -0.0442
C -0.1088 2.5497 -0.0010
C 1.2354 2.9265 0.1280
C 1.5980 4.2604 0.2206
N -0.4676 1.1979 -0.0763
N -1.7720 0.9872 -0.2123
C -1.5053 -1.3794 0.0815
C -1.9535 -2.4367 0.8165
C -1.2280 -3.5850 1.3169
C -0.1149 -4.2013 0.8439
C 0.5226 -3.7822 -0.3914
C 0.5033 -2.4698 -0.6010
H 0.9308 6.3038 0.2502
H -1.4547 5.6700 0.0059
H -2.1122 3.3225 -0.1524
H 2.0351 2.1924 0.1581
H 2.6467 4.5096 0.3217
H -2.9800 -2.3738 1.1680
H -1.7145 -4.0705 2.1569
H 0.2122 -5.1079 1.3448
H 0.9288 -4.5075 -1.0856
F -8.5427 0.8021 -1.1548
C -8.0465 -0.3585 -0.6832
F -8.6376 -0.5625 0.5148
F -8.4835 -1.3329 -1.4985
C -6.5539 -0.3253 -0.5691
C -5.9476 0.7603 0.0566
C -4.5746 0.7968 0.1936
C -3.7796 -0.2433 -0.3018
C -4.4046 -1.3241 -0.9182
C -5.7815 -1.3677 -1.0533
C -2.3114 -0.1782 -0.1880
C -0.1004 -1.3656 -0.2209
H -6.5546 1.5697 0.4404
H -4.0932 1.6334 0.6805
H -3.8050 -2.1378 -1.3051
H -6.2514 -2.2090 -1.5429
```

***

Entry 3:
This record from the OMol25 dataset describes an isolated ion of composition C3H5N2OS and charge +1. The level of theory is the ωB97M-V functional and the def2-TZVPD basis.

The LUMO energy (alpha / beta) comes out at -5.60 / -5.60 eV. The total charge is +1. The value obtained for the energy relative to the best compared isomer or geometry (same formula, charge and spin) is 92.28 kcal per mole. Its largest force on an atom is 5.0 eV/A. The orbital gap (alpha / beta) is 8.0 / 8.0 eV.

XYZ file:
```
12
C3H5N2OS (the ωB97M-V functional and the def2-TZVPD basis)
C -1.4328 0.9664 -0.0918
C 0.8725 0.3756 -0.3437
C 0.5660 -0.8400 0.5433
N -0.1645 1.3650 -0.1484
N -0.6384 -1.2807 0.0083
O -0.8583 -2.3745 -0.3983
S -2.9360 0.6737 0.0642
H 1.7200 0.9452 0.0710
H 1.0002 -0.0329 -1.3328
H 1.4356 -1.6469 0.4572
H 0.5499 -0.4505 1.6006
H -0.1143 2.2997 -0.4296
```